Molecular formula: C16H10N5OPdS2
Method: DFT, the ωB97M-V functional and the def2-TZVPD basis

Geometry as XYZ:
```
35
Properties=species:S:1:pos:R:3:forces:R:3:nbo_charge:R:1
Pd 0.06163 -0.03521 -0.04476 -0.1 -0.2 0.0 0.836
O 3.91294 0.02926 -1.38612 0.0 0.0 0.0 -0.691
C 2.69500 0.01698 -1.18636 -0.1 0.0 -0.1 0.594
N 2.04585 0.01526 -0.03363 0.0 0.1 0.0 -0.608
C 2.69539 0.02034 1.24775 0.0 0.0 0.0 -0.262
C 1.63770 0.00017 2.32959 0.0 0.0 0.0 0.253
C 1.96818 0.01752 3.67697 0.0 0.0 0.0 -0.255
C 0.96028 0.00158 4.62483 0.0 0.0 0.0 -0.153
C -0.36239 -0.03033 4.21192 0.0 0.0 0.0 -0.264
C -0.63232 -0.04657 2.85739 0.0 0.0 0.0 0.093
N 0.34650 -0.03328 1.94953 0.0 0.0 0.0 -0.417
C 1.70388 -0.00247 -2.33967 0.0 0.0 0.1 0.144
C 2.12203 0.01437 -3.65526 -0.1 0.0 0.0 -0.224
C 1.16392 -0.00002 -4.65730 0.1 0.0 0.0 -0.163
C -0.17873 -0.03006 -4.31497 0.0 0.0 0.0 -0.255
C -0.53302 -0.04643 -2.97633 0.1 0.0 0.0 0.084
N 0.39470 -0.03440 -2.02194 0.0 0.0 0.0 -0.394
H 3.32836 0.90673 1.38187 0.0 0.0 0.0 0.212
H 3.35463 -0.84803 1.37414 0.0 0.0 0.0 0.212
H 3.01067 0.04473 3.96501 0.0 0.0 0.0 0.218
H 1.20614 0.01557 5.67915 0.0 0.0 0.0 0.213
H -1.17963 -0.04159 4.91834 0.0 0.0 0.0 0.226
H -1.63510 -0.07115 2.45370 0.0 0.0 0.0 0.252
H 3.18544 0.03915 -3.84721 0.0 0.0 0.0 0.245
H 1.46236 0.01328 -5.69801 0.0 0.0 0.0 0.212
H -0.95490 -0.04066 -5.06693 0.0 0.0 0.0 0.223
H -1.55835 -0.07021 -2.63372 0.0 0.0 0.0 0.248
S -1.85480 -1.70346 -0.06648 0.0 0.1 0.0 -0.375
C -3.25328 -0.65992 -0.09530 -0.1 0.0 0.0 -0.319
C -4.51817 -1.34242 -0.11546 0.1 0.0 0.0 0.287
N -5.51395 -1.92277 -0.12873 0.0 0.0 0.0 -0.379
C -3.24384 0.70613 -0.09491 0.0 0.0 0.0 -0.308
S -1.83710 1.73127 -0.06571 0.0 0.0 0.0 -0.397
C -4.50418 1.39981 -0.11418 0.0 0.0 0.0 0.287
N -5.49583 1.98682 -0.12720 0.0 0.0 0.0 -0.377
```
Positions in Å, forces in eV/Å.

Output
Total charge   -1
Energy relative to the best compared isomer or geometry (same formula, charge and spin)   26.3 kJ/mol
Electronic energy   -1889.1135 hartree
Strongest force on any atom   0.2 eV/A